Record 1
DFT (ωB97M-V/def2-TZVPD) results for a cluster of 2 separate species, C33H22BF9O2S in total in a non-equilibrium geometry.

XYZ file:
```
68
Properties=species:S:1:pos:R:3:forces:R:3
F 5.361817 -0.418431 -0.717550 -0.4 -0.2 -1.0
C 4.720525 -0.610993 -1.922028 0.7 -0.1 -0.1
F 5.147309 0.372925 -2.762932 -0.3 -0.8 0.6
F 5.185282 -1.798685 -2.421907 -0.3 0.9 0.4
C 3.227406 -0.607621 -1.726694 0.4 -0.2 -0.2
C 2.420741 0.327631 -2.359390 -0.1 0.1 0.1
C 1.084935 0.426698 -1.988473 -0.2 -0.1 0.0
C 0.554747 -0.422584 -1.013456 0.4 -0.2 -0.7
C -0.891982 -0.444327 -0.668187 -4.0 -2.5 -3.8
B -1.880977 -0.383036 -2.221107 2.7 1.4 1.2
O -1.705206 -1.276824 -3.285958 0.2 0.4 0.9
C -1.917457 -0.521159 -4.414649 -0.7 0.6 -0.2
C -1.933735 -0.931914 -5.725720 -0.1 0.0 -0.3
C -2.377059 -0.002785 -6.688350 0.2 -0.1 0.2
C -2.746271 1.293431 -6.324474 0.2 0.0 0.2
C -2.672861 1.713492 -4.984399 -0.2 0.2 -0.3
C -2.297437 0.776921 -4.052840 -0.4 -0.8 -0.2
O -2.361472 0.857018 -2.677838 0.5 -0.4 0.0
C -1.728099 0.115777 0.434833 -0.4 0.1 0.6
C -1.928709 -0.694405 1.560767 -0.1 -0.1 -0.1
C -2.791874 -0.323728 2.578859 0.1 0.1 -0.2
C -3.480928 0.880882 2.455946 -0.3 0.0 0.3
C -4.356586 1.320602 3.596802 -0.4 0.2 0.6
F -5.366103 2.149702 3.201509 0.8 -0.6 0.4
F -4.937867 0.264003 4.243524 0.5 0.9 -0.4
F -3.622107 2.004246 4.540554 -0.7 -0.5 -0.7
C -3.347537 1.681334 1.327891 0.1 -0.1 0.0
C -2.481160 1.283246 0.314025 0.3 0.2 0.1
C 1.353310 -1.469997 -0.530825 -0.3 -0.1 0.0
C 2.687789 -1.566416 -0.871049 0.0 0.2 0.0
H 2.831363 0.983672 -3.121357 0.0 0.0 0.2
H 0.443088 1.179545 -2.449999 0.2 -0.2 0.1
H -1.152291 -1.531161 -0.659047 0.7 0.3 0.8
H -1.641209 -1.948311 -5.977123 -0.1 0.2 -0.1
H -2.425630 -0.300584 -7.738047 0.0 0.1 0.4
H -3.103301 1.994078 -7.084742 0.2 -0.3 0.3
H -2.918637 2.731292 -4.688316 -0.1 -0.3 -0.1
H -1.393813 -1.644920 1.618288 -0.1 0.3 0.0
H -2.930783 -0.959437 3.452749 0.0 0.2 -0.2
H -3.920491 2.602900 1.241190 0.1 -0.2 0.0
H -2.371481 1.897616 -0.575404 0.0 -0.1 0.2
H 0.903767 -2.214961 0.130694 0.2 0.3 -0.2
H 3.303786 -2.366891 -0.464261 -0.1 0.2 -0.1
C 1.137025 3.773622 -0.583672 0.3 0.4 -0.4
C 1.032090 2.803444 0.521953 -0.4 -0.3 1.6
C 0.086807 2.797860 1.536489 0.4 0.0 -0.5
C 0.124652 1.614030 2.311576 -0.3 -0.5 -0.8
C 0.950674 0.629116 1.776336 1.7 2.5 1.9
C 1.411208 -0.533644 2.525129 0.4 -0.4 0.8
C 2.709023 -1.051987 2.339898 -0.2 0.0 -0.3
C 3.097612 -2.236958 2.936989 -0.1 0.2 0.2
C 2.223202 -2.863460 3.820886 0.0 -0.5 0.2
C 2.673996 -4.129605 4.494963 0.2 -0.5 0.2
F 1.814416 -4.548222 5.467697 0.7 0.2 -0.8
F 2.793667 -5.156021 3.590785 0.0 0.6 0.8
F 3.901186 -3.979128 5.089687 -1.0 -0.2 -0.5
C 0.974614 -2.328032 4.104538 0.1 0.3 0.0
C 0.598288 -1.131456 3.507916 0.0 0.0 -0.5
S 2.089556 1.457673 0.699000 -1.0 -0.2 -0.2
H 0.854512 4.778101 -0.244445 0.1 -0.2 -0.1
H 2.162198 3.801494 -0.969926 -0.2 0.1 -0.1
H 0.459862 3.487756 -1.404948 0.3 0.1 0.2
H -0.620665 3.613177 1.675034 0.1 -0.2 0.0
H -0.469142 1.457930 3.208348 -0.1 0.0 -0.3
H 3.429568 -0.512978 1.719348 -0.3 -0.3 0.0
H 4.073896 -2.665957 2.722843 -0.1 0.1 0.2
H 0.294105 -2.832185 4.783346 0.2 0.1 0.0
H -0.345149 -0.662411 3.788721 0.2 -0.3 -0.2
```
Forces are in eV/Å.

Calculated values
gap between HOMO and LUMO = 8.02 eV
energy above the lowest of the compared OMol25 structures with the same formula, charge and spin = 0.2987 eV
spin multiplicity = 1
largest force on an atom = 0.1177 hartree/bohr
SMILES = FC(F)(F)c1ccc(C(B2Oc3ccccc3O2)c2ccc(C(F)(F)F)cc2)cc1.Cc1ccc(-c2ccc(C(F)(F)F)cc2)s1

Partial atomic charges computed with the natural (NBO) method, in multiples of e: -0.33, 0.98, -0.32, -0.33, -0.15, -0.19, -0.16, 0.00, -0.53, 1.13, -0.67, 0.28, -0.26, -0.21, -0.21, -0.24, 0.21, -0.67, -0.04, -0.14, -0.21, -0.16, 0.98, -0.33, -0.33, -0.33, -0.19, -0.15, -0.20, -0.18, 0.24, 0.21, 0.24, 0.23, 0.22, 0.22, 0.23, 0.21, 0.23, 0.23, 0.23, 0.22, 0.24, -0.65, -0.16, -0.30, -0.13, -0.25, -0.06, -0.20, -0.19, -0.11, 0.97, -0.33, -0.33, -0.33, -0.19, -0.22, 0.44, 0.23, 0.23, 0.22, 0.23, 0.22, 0.23, 0.23, 0.23, 0.22


Record 2
DFT (ωB97M-V/def2-TZVPD) results for a structure of composition C33H22F2N10PbS.

XYZ file:
```
69
Properties=species:S:1:pos:R:3:forces:R:3
Pb 0.847456 -0.216948 0.342857 0.0 -0.1 0.1
C -3.162659 -1.528326 3.138134 0.0 0.0 0.0
C -1.959404 -1.015774 2.671766 0.0 0.0 0.0
N -1.588475 -1.170178 1.409030 0.1 0.0 0.0
C -2.413437 -1.830848 0.599810 0.0 0.0 0.0
C -3.625397 -2.322170 1.076008 0.0 0.0 0.0
N -4.000837 -2.177835 2.340235 0.0 0.0 0.0
C -1.995415 -2.005715 -0.815682 0.0 0.1 0.0
C -2.360082 -3.135186 -1.532488 0.0 0.0 0.0
C -1.892991 -3.292227 -2.829745 0.0 0.0 0.0
C -1.114042 -2.277617 -3.367457 0.0 0.0 0.0
C -0.822406 -1.165733 -2.591844 0.0 0.0 0.0
N -1.236821 -1.038228 -1.331571 -0.1 -0.1 0.0
C -0.003891 -0.045884 -3.126042 0.0 0.0 0.0
C -0.005571 0.297129 -4.474533 0.0 0.0 0.0
N 0.728523 1.293434 -4.952159 0.0 0.0 0.0
C 1.472422 1.958440 -4.076636 0.0 0.0 0.0
C 1.473622 1.640646 -2.725149 0.0 0.0 0.0
N 0.733195 0.644811 -2.257544 0.0 0.0 0.1
C -2.186391 -4.519329 -3.604233 0.0 0.0 0.0
C -1.196889 -5.152313 -4.345327 0.0 0.0 0.0
C -1.520348 -6.304840 -5.044837 0.0 0.0 0.0
N -2.736113 -6.845561 -5.055086 0.0 0.0 0.0
C -3.679050 -6.233574 -4.344178 0.0 0.0 0.0
C -3.457296 -5.081850 -3.604955 0.0 0.0 0.0
H -3.452264 -1.404990 4.174457 0.0 0.0 0.0
H -1.283277 -0.471093 3.319606 0.0 0.0 0.0
H -4.320014 -2.826329 0.414309 0.0 0.0 0.0
H -2.944014 -3.918958 -1.068703 0.0 0.0 0.0
H -0.729238 -2.368138 -4.374285 0.0 0.0 0.0
H -0.630747 -0.232302 -5.184098 0.0 0.0 0.0
H 2.084825 2.768714 -4.451691 0.0 0.0 0.0
H 2.085200 2.176958 -2.010498 0.0 0.0 0.0
H -0.182304 -4.775147 -4.355386 0.0 0.0 0.0
H -0.760511 -6.820187 -5.620974 0.0 0.0 0.0
H -4.665314 -6.683273 -4.365651 0.0 0.0 0.0
H -4.270940 -4.621628 -3.058970 0.0 0.0 0.0
F -2.869707 3.891283 -0.534206 0.0 0.0 0.0
C -1.976458 3.369413 0.330498 0.0 0.0 0.0
C -1.221091 2.278979 -0.054249 0.0 0.0 0.0
C -0.299762 1.732209 0.830894 0.0 0.0 -0.1
C -0.145519 2.300389 2.107425 0.0 -0.1 0.0
C -0.944208 3.389666 2.440618 0.0 0.0 0.0
F -0.864208 3.943038 3.674189 0.0 0.0 0.0
C -1.865735 3.946196 1.578534 0.0 0.0 0.0
C 0.843766 1.710115 3.050262 0.0 0.0 0.0
C 1.495319 2.428870 4.051213 0.0 0.0 0.0
C 2.433433 1.787221 4.839970 0.0 0.0 0.0
C 2.713173 0.446517 4.625355 0.0 0.0 0.0
C 2.038629 -0.193591 3.604427 0.0 0.0 0.0
N 1.127394 0.415671 2.849445 0.0 0.0 0.0
H -1.379365 1.864836 -1.042980 0.0 0.0 0.0
H -2.472562 4.788620 1.876070 0.0 0.0 0.0
H 1.284264 3.476593 4.192859 0.0 0.0 0.0
H 2.953673 2.337494 5.613355 0.0 0.0 0.0
H 3.447306 -0.082569 5.215806 0.0 0.0 0.0
H 2.234436 -1.233806 3.366202 0.0 0.0 0.0
N 2.095726 -3.597627 0.125077 0.0 0.0 0.0
C 2.303626 -4.421787 1.166296 0.0 0.0 0.0
C 1.120407 -5.091954 1.388229 0.0 0.0 0.0
C 0.250652 -4.582113 0.407335 0.0 0.0 0.0
N 0.847970 -3.672614 -0.352815 0.0 0.0 -0.1
H 2.772174 -2.939143 -0.259870 0.0 0.0 0.0
H 3.262045 -4.465815 1.655554 0.0 0.0 0.0
H 0.919808 -5.838058 2.136854 0.0 0.0 0.0
H -0.780296 -4.841579 0.221210 0.0 0.0 0.0
S 3.426624 1.140818 0.277983 0.0 0.0 0.0
C 3.905418 -0.406634 -0.126360 0.0 0.0 0.0
N 4.150950 -1.510132 -0.397288 0.0 0.0 0.0
```
Forces are in eV/Å.

Calculated values
gap between HOMO and LUMO = 7.30 eV
energy above the lowest of the compared OMol25 structures with the same formula, charge and spin = 0.0000 eV
spin multiplicity = 1
largest force on an atom = 0.0028 hartree/bohr

Partial atomic charges computed with the natural (NBO) method, in multiples of e: 1.24, 0.00, 0.02, -0.39, 0.13, 0.02, -0.36, 0.20, -0.24, 0.11, -0.23, 0.19, -0.43, 0.13, 0.01, -0.35, 0.00, 0.03, -0.41, -0.04, -0.25, 0.05, -0.40, 0.04, -0.25, 0.21, 0.22, 0.20, 0.23, 0.23, 0.20, 0.21, 0.24, 0.23, 0.20, 0.20, 0.22, -0.33, 0.43, -0.34, -0.43, -0.16, 0.42, -0.33, -0.37, 0.21, -0.23, -0.14, -0.26, 0.07, -0.52, 0.22, 0.24, 0.24, 0.22, 0.23, 0.20, -0.34, -0.05, -0.36, -0.07, -0.29, 0.45, 0.22, 0.23, 0.20, -0.33, 0.09, -0.53